Arrangement P

Below is 2 unconnected molecules or ions with the total composition C4H12, with properties calculated with ωB97M-V/def2-TZVPD.

```
16
Properties=species:S:1:pos:R:3
C 0.8357 1.1305 -2.0735
C -0.5383 1.3945 -1.4177
C -0.6556 -1.0869 2.2053
C 0.3486 -1.5077 1.1509
H -0.1038 -1.7595 0.1763
H 0.9567 0.9805 -3.1329
H -0.6174 -0.0309 2.4781
H 1.0905 -0.7458 0.9394
H -0.4732 1.4651 -0.3183
H -0.7983 2.4389 -1.6571
H -1.3536 0.6664 -1.5102
H 1.2856 0.3267 -1.3918
H 0.7830 -2.4830 1.3411
H -0.4968 -1.5263 3.1830
H -1.7325 -1.2737 1.9806
H 1.4693 2.0112 -1.9530
```

Properties
SMILES: CC.CC
multiplicity: 1

Arrangement Q

Below is 2 unconnected molecules or ions with the total composition C4H12, with properties calculated with ωB97M-V/def2-TZVPD.

```
16
Properties=species:S:1:pos:R:3
C -1.3044 2.2869 -1.9357
C 1.3678 -0.8449 2.3472
C 1.2165 -2.1970 1.6553
C -1.2920 0.7741 -2.0194
H 0.7373 -2.2595 0.6762
H -0.7784 2.6756 -1.0648
H -0.3404 0.2389 -2.1102
H 2.1883 -2.5751 1.3153
H -2.3049 2.7124 -1.8799
H 1.1996 0.0335 1.6944
H 0.7428 -2.8093 2.4210
H -1.8585 0.3460 -2.8500
H 0.5766 -0.6080 3.0531
H 2.4015 -0.7607 2.6635
H -1.6940 0.3314 -1.1029
H -0.8579 2.6555 -2.8633
```

Properties
SMILES: CC.CC
multiplicity: 1

Arrangement R

Below is 2 unconnected molecules or ions with the total composition C4H12, with properties calculated with ωB97M-V/def2-TZVPD.

```
16
Properties=species:S:1:pos:R:3
C -0.1128 -1.2664 -1.2529
C -0.6161 2.2531 2.1206
C 0.8255 -2.1296 -2.1065
C -0.1461 1.1112 1.1949
H -0.9777 3.0974 1.5389
H 0.6858 1.5143 0.6309
H -1.4146 1.8830 2.7630
H -1.0062 0.7479 0.6590
H 1.8534 -1.9855 -1.7716
H 0.6058 -3.1836 -1.9124
H 0.1841 2.5864 2.7364
H -1.0710 -1.1152 -1.7443
H -0.2392 -1.6020 -0.2322
H 0.3693 -0.2902 -1.2026
H 0.7506 -1.9569 -3.1732
H 0.3091 0.3360 1.7520
```

Properties
SMILES: CC.CC
multiplicity: 1

Arrangement S

Below is 2 unconnected molecules or ions with the total composition C4H12, with properties calculated with ωB97M-V/def2-TZVPD.

```
16
Properties=species:S:1:pos:R:3
C 0.9398 -2.2460 1.6272
C -1.0075 1.7985 -2.4425
C 0.2863 -0.9145 2.0149
C -0.2288 1.3640 -1.2077
H -0.4585 1.5679 -3.3575
H 0.6979 1.9371 -1.1098
H -0.3770 -1.0512 2.8700
H 1.3990 -2.7046 2.5043
H -1.9659 1.2860 -2.5129
H -0.2894 -0.4998 1.1909
H 0.1962 -2.9402 1.2371
H -1.2002 2.8707 -2.4453
H 0.0434 0.3125 -1.2662
H 1.7006 -2.0930 0.8650
H -0.7926 1.5457 -0.2916
H 1.0430 -0.1879 2.3189
```

Properties
SMILES: CC.CC
multiplicity: 1

It is arrangement S that is the most stable of them.

Arrangement P

Below is 2 unconnected molecules or ions with the total composition C4H12, with properties calculated with ωB97M-V/def2-TZVPD.

```
16
Properties=species:S:1:pos:R:3
C 1.2946 2.7639 0.6936
C -1.0335 -2.1214 0.3218
C -1.7367 -2.0924 -1.0204
C 1.4844 1.4000 0.0239
H 2.0087 2.8896 1.5069
H -1.0368 -1.8192 -1.8158
H 1.4604 3.5813 -0.0171
H -2.1316 -3.0652 -1.3130
H 2.5424 1.1811 -0.1110
H 0.2663 2.9239 1.0376
H -1.7409 -2.2498 1.1616
H 1.0328 0.6274 0.6348
H -0.6075 -1.1406 0.5501
H -2.5511 -1.3606 -1.0809
H -0.3150 -2.9266 0.4075
H 1.0635 1.4086 -0.9796
```

Properties
SMILES: CC.CC
multiplicity: 1

Arrangement Q

Below is 2 unconnected molecules or ions with the total composition C4H12, with properties calculated with ωB97M-V/def2-TZVPD.

```
16
Properties=species:S:1:pos:R:3
C 1.0217 -1.7770 -0.5594
C -1.1036 1.9026 0.2287
C 1.9568 -0.7860 0.1551
C -1.8379 0.5771 -0.0706
H -1.2617 -0.2744 0.2087
H -0.0419 1.9700 0.1116
H -0.0029 -1.4986 -0.1881
H -2.6325 0.5049 0.7062
H -1.5755 2.7822 -0.2243
H -1.2588 2.0753 1.3308
H 1.2232 -2.7058 -0.0287
H -2.2619 0.5395 -1.0823
H 2.9860 -1.1073 0.2340
H 2.0702 0.1532 -0.3615
H 1.1107 -1.8068 -1.6209
H 1.6083 -0.5489 1.1607
```

Properties
SMILES: CC.CC
multiplicity: 1

Arrangement R

Below is 2 unconnected molecules or ions with the total composition C4H12, with properties calculated with ωB97M-V/def2-TZVPD.

```
16
Properties=species:S:1:pos:R:3
C 0.2832 1.2415 -2.4759
C -0.7682 -1.1273 1.5741
C 1.7090 0.8213 -2.1323
C -1.1271 -1.0501 3.1305
H -1.9220 -0.2044 3.2946
H -1.6777 -1.9914 3.2434
H 0.2202 2.0415 -3.2173
H -0.2106 0.3536 -2.8949
H 2.2341 0.4780 -3.0184
H -0.3587 -0.9162 3.8789
H 2.2039 1.8011 -1.8150
H 1.8621 0.2811 -1.2885
H -0.3111 -0.2664 1.0855
H -1.7602 -1.0212 0.9173
H 0.0234 -1.9272 1.3263
H -0.4003 1.4860 -1.6084
```

Properties
SMILES: CC.CC
multiplicity: 1

Arrangement S

Below is 2 unconnected molecules or ions with the total composition C4H12, with properties calculated with ωB97M-V/def2-TZVPD.

```
16
Properties=species:S:1:pos:R:3
C -1.6887 2.2525 0.5833
C 0.4039 -1.9616 -0.3570
C -0.3174 1.7309 1.0129
C 1.7355 -2.1546 -1.1489
H 1.6977 -1.3885 -1.9465
H -2.1089 2.9603 1.3308
H -1.7797 2.8684 -0.3545
H 2.6252 -1.9747 -0.5853
H -2.3795 1.4215 0.4175
H 0.2711 1.3453 0.1860
H -0.4548 1.0618 1.8202
H 1.5187 -3.0488 -1.7440
H 0.1540 2.6764 1.4024
H -0.4541 -1.9799 -1.1427
H 0.4859 -1.0263 0.1718
H 0.2912 -2.7829 0.3540
```

Properties
SMILES: CC.CC
multiplicity: 1

It is arrangement P that is the most stable of them.

Arrangement P

Below is 2 unconnected molecules or ions with the total composition C4H12, with properties calculated with ωB97M-V/def2-TZVPD.

```
16
Properties=species:S:1:pos:R:3
C 1.4502 1.5843 0.8949
C -2.1729 -0.5190 -0.8709
C -0.8232 -1.1237 -1.2766
C 1.5483 0.1416 1.3306
H 0.5753 -0.3697 1.2091
H -2.1141 0.0699 0.0504
H 1.3240 1.5376 -0.1947
H -0.1757 -1.0917 -0.4033
H 0.6470 2.2036 1.2787
H -2.8594 -1.3640 -0.7706
H -0.8638 -2.1458 -1.6432
H 2.4429 2.0527 0.9556
H 2.2809 -0.3961 0.7305
H -2.6869 0.0735 -1.6414
H -0.2977 -0.5134 -2.0227
H 1.7250 -0.1398 2.3737
```

Properties
SMILES: CC.CC
multiplicity: 1

Arrangement Q

Below is 2 unconnected molecules or ions with the total composition C4H12, with properties calculated with ωB97M-V/def2-TZVPD.

```
16
Properties=species:S:1:pos:R:3
C -1.9688 1.4437 -1.4685
C -1.8240 0.3731 -0.3801
C 1.8747 -0.7551 0.1903
C 1.9166 -1.0762 1.6776
H -0.8866 0.5476 0.1446
H -2.6290 0.5379 0.3324
H -1.8009 -0.6447 -0.7473
H 0.8793 -0.9199 -0.2290
H -2.0408 0.9458 -2.4448
H -1.1403 2.1335 -1.6415
H 2.0560 0.2797 -0.1154
H 2.6093 -1.3532 -0.3460
H 2.1438 -2.1384 1.7598
H 2.7281 -0.5426 2.1739
H -2.8539 2.0727 -1.4373
H 1.0225 -0.8599 2.2511
```

Properties
SMILES: CC.CC
multiplicity: 1

Arrangement R

Below is 2 unconnected molecules or ions with the total composition C4H12, with properties calculated with ωB97M-V/def2-TZVPD.

```
16
Properties=species:S:1:pos:R:3
C -0.1329 -0.7334 -2.5430
C -0.6191 1.2999 1.9012
C 0.0926 -0.0459 1.8575
C 0.7052 -0.5362 -1.2685
H 0.3182 -1.2193 -3.4156
H -0.6094 0.2337 -2.7540
H -0.1323 2.1129 1.3364
H 1.1594 -0.0240 1.7046
H -0.5021 1.6993 2.9317
H 0.9343 -1.5460 -0.8171
H 0.2083 0.0975 -0.5886
H -0.3891 -0.5697 1.0290
H -0.0645 -0.5551 2.8104
H -1.0256 -1.3680 -2.3418
H 1.7166 -0.1723 -1.4690
H -1.6595 1.3267 1.6267
```

Properties
SMILES: CC.CC
multiplicity: 1

Arrangement S

Below is 2 unconnected molecules or ions with the total composition C4H12, with properties calculated with ωB97M-V/def2-TZVPD.

```
16
Properties=species:S:1:pos:R:3
C 1.1451 1.9510 -0.0641
C -2.1889 -2.1143 0.1851
C -1.2746 -0.9147 0.4311
C 2.3025 1.0948 -0.5483
H 0.7644 2.6061 -0.8498
H -2.7245 -2.3212 1.1099
H 3.1554 1.7212 -0.8232
H -1.6157 -3.0058 -0.0706
H -1.8956 -0.0470 0.6347
H 2.6689 0.3786 0.1846
H -2.9031 -1.8957 -0.5969
H -0.6304 -1.1046 1.2875
H 1.4796 2.6097 0.7384
H 0.2763 1.3680 0.2409
H 2.0274 0.5157 -1.4338
H -0.6784 -0.7093 -0.4586
```

Properties
SMILES: CC.CC
multiplicity: 1

It is arrangement S that is the most stable of them.

Arrangement P

Below is 2 unconnected molecules or ions with the total composition C4H12, with properties calculated with ωB97M-V/def2-TZVPD.

```
16
Properties=species:S:1:pos:R:3
C -2.5094 -1.6037 0.3543
C -1.7030 -0.3597 0.7657
C 1.4614 1.1333 -0.8726
C 2.8097 0.8087 -0.2590
H -2.4198 0.3947 1.0887
H -0.9107 -0.4812 1.5009
H 1.0124 0.2767 -1.3786
H 3.6078 0.8042 -0.9995
H 0.7673 1.3939 -0.0669
H -2.9557 -1.4303 -0.6226
H 1.4302 1.9717 -1.5651
H 2.8141 -0.1373 0.2631
H -3.3384 -1.7464 1.0503
H -1.9320 -2.5225 0.3228
H 3.0800 1.4823 0.5544
H -1.2140 0.0156 -0.1357
```

Properties
SMILES: CC.CC
multiplicity: 1

Arrangement Q

Below is 2 unconnected molecules or ions with the total composition C4H12, with properties calculated with ωB97M-V/def2-TZVPD.

```
16
Properties=species:S:1:pos:R:3
C 0.7609 1.3730 -1.2244
C -0.4968 0.7971 -1.9180
C -0.3361 -0.4212 2.0240
C 0.0056 -1.6445 1.1800
H -0.8050 -1.7848 0.4660
H -0.6467 0.4141 1.4042
H 1.3580 1.8323 -2.0074
H 0.4920 -0.1330 2.6709
H 0.1895 -2.5410 1.7670
H -1.1616 -0.6467 2.7003
H -0.3254 -0.2802 -2.0356
H -1.4232 1.0813 -1.4463
H 1.3874 0.5598 -0.8474
H 0.5714 1.9545 -0.3276
H -0.4864 1.0051 -2.9919
H 0.9165 -1.5657 0.5863
```

Properties
SMILES: CC.CC
multiplicity: 1

It is arrangement P that is the most stable of them.

Arrangement P

Below is 2 unconnected molecules or ions with the total composition C4H12, with properties calculated with ωB97M-V/def2-TZVPD.

```
16
Properties=species:S:1:pos:R:3
C 0.4412 -1.1579 -1.8585
C -0.4310 -0.5845 -2.9833
C -0.3833 0.3035 2.7579
C 0.3635 1.4512 2.0842
H -1.2345 -0.0127 -2.5387
H 1.2587 1.7103 2.6582
H 0.7662 1.1975 1.1108
H 0.1040 0.0286 -3.7038
H 0.1565 -0.7730 -0.8876
H -0.2540 -0.6474 2.2499
H -0.0619 0.1754 3.7912
H -0.8628 -1.3922 -3.5446
H 0.2678 -2.2304 -1.7691
H 1.5145 -1.0481 -1.9651
H -0.2146 2.3719 2.0476
H -1.4570 0.4601 2.8114
```

Properties
SMILES: CC.CC
multiplicity: 1

Arrangement Q

Below is 2 unconnected molecules or ions with the total composition C4H12, with properties calculated with ωB97M-V/def2-TZVPD.

```
16
Properties=species:S:1:pos:R:3
C 2.1875 0.4971 -0.2796
C 2.0190 -0.9776 -0.6487
C -2.5275 -0.3879 0.5359
C -1.5950 0.8142 0.4834
H 2.4769 1.0345 -1.1922
H 0.9929 -1.3499 -0.7368
H -3.5496 -0.0502 0.3058
H -2.6841 -0.7675 1.5408
H 2.4729 -1.6961 0.0270
H -2.3616 -1.1886 -0.1745
H 2.9839 0.6416 0.4388
H -2.1056 1.7788 0.4023
H -0.9114 0.7839 -0.3580
H 2.4100 -1.1641 -1.6509
H 1.2584 1.0391 -0.1147
H -1.0667 0.9927 1.4213
```

Properties
SMILES: CC.CC
multiplicity: 1

It is arrangement P that is the most stable of them.

Arrangement P

Below is 2 unconnected molecules or ions with the total composition C4H12, with properties calculated with ωB97M-V/def2-TZVPD.

```
16
Properties=species:S:1:pos:R:3
C 0.4789 -2.4269 -0.9634
C -1.3441 2.5607 0.4315
C -1.0007 1.8125 1.6411
C 1.8479 -1.9874 -1.1039
H 0.0389 -2.0630 -0.1032
H -1.9145 1.2002 2.2125
H -0.7002 2.4227 2.4824
H 2.6478 -2.6805 -0.7860
H -0.2839 1.0796 1.4542
H -2.2877 2.3569 0.1269
H 0.2714 -3.5434 -0.7644
H 2.1189 -0.9519 -0.7180
H -1.1431 3.5903 0.5174
H -0.6269 2.3069 -0.3268
H 1.9632 -1.7786 -2.2105
H -0.0660 -1.8979 -1.8899
```

Properties
SMILES: CC.CC
multiplicity: 1

Arrangement Q

Below is 2 unconnected molecules or ions with the total composition C4H12, with properties calculated with ωB97M-V/def2-TZVPD.

```
16
Properties=species:S:1:pos:R:3
C -1.2243 -1.0424 0.1630
C 2.0635 0.8439 -0.3973
C 1.5864 2.2633 -0.0138
C -2.4247 -2.0126 0.2437
H -2.7369 -2.2392 1.3058
H 2.3768 2.7352 0.5976
H -3.2412 -1.5735 -0.2701
H 1.4208 2.8394 -0.9757
H 1.3223 0.3409 -1.0392
H 2.1955 0.2368 0.5160
H -2.1647 -2.9627 -0.2457
H -1.5162 -0.0979 0.4949
H -0.8927 -0.9656 -0.8379
H -0.4152 -1.4311 0.8252
H 2.9779 0.9227 -0.9923
H 0.6727 2.1426 0.6257
```

Properties
SMILES: CC.CC
multiplicity: 1

It is arrangement Q that is the most stable of them.